Entry 1:
This record from OMol25 describes 10 unconnected molecules or ions with the total composition C28H82N14O10 at a distorted geometry. The level of theory is wB97M-V/def2-TZVPD.

Cartesian coordinates (Å):
C -0.4924 0.5139 3.4135
O -1.6407 0.6074 2.8770
N 0.3070 1.5804 3.5924
N -0.0087 -0.7036 3.9662
H 0.0692 2.4462 3.1577
H 1.1008 1.4653 4.1614
H 0.9828 -0.8587 4.1620
H -0.4823 -1.5826 3.7417
C 2.6406 -5.1240 -1.8794
O 2.7525 -5.9647 -0.9750
N 3.0111 -5.4497 -3.1587
N 2.3753 -3.7988 -1.6059
H 2.7941 -4.7066 -3.7817
H 3.0148 -6.4345 -3.4514
H 2.5660 -3.0712 -2.2670
H 1.9887 -3.5135 -0.7147
C 2.8412 -3.6487 2.0039
O 2.7408 -2.5465 2.5196
N 4.0398 -4.1343 1.4279
N 1.8376 -4.5757 1.9612
H 4.6731 -3.3939 1.1694
H 3.7810 -4.8659 0.7598
H 1.0024 -4.4285 2.5024
H 2.0034 -5.4631 1.4914
C 1.6888 2.2221 -3.3509
O 2.4464 1.7241 -4.1886
N 0.6597 1.6011 -2.6514
N 1.9187 3.4741 -2.9734
H 0.0288 2.0791 -2.1700
H 0.4210 0.6339 -2.8650
H 2.5323 3.9479 -3.5911
H 1.3370 3.8843 -2.2937
C -2.5578 -4.1263 1.0354
C -1.5649 -3.2343 1.6477
C -1.2728 -1.9640 0.8411
O -1.0019 -2.1339 -0.4876
C -0.8111 -0.8356 -1.0454
N -2.0081 -2.8018 3.0221
H -3.3920 -3.5069 0.6672
H -2.9526 -4.8976 1.6856
H -2.1161 -4.5876 0.1662
H -0.5728 -3.8142 1.8186
H -0.3800 -1.5178 1.3181
H -2.1581 -1.2352 0.9582
H 0.0303 -0.3281 -0.5335
H -1.7682 -0.2993 -0.9606
H -0.7204 -0.9746 -2.1119
H -3.0146 -2.5181 2.9565
H -2.0071 -3.6820 3.5422
C -4.4234 0.2768 -0.2313
C -3.9018 1.7142 -0.1317
C -4.8617 2.8342 -0.5744
O -5.3322 2.7671 -1.9396
C -6.5638 3.5102 -2.1768
N -3.5316 2.1439 1.2521
H -5.5144 0.3384 -0.0489
H -3.9986 -0.3069 0.5938
H -4.1562 -0.1138 -1.2083
H -3.0250 1.8083 -0.8020
H -4.4520 3.8233 -0.3355
H -5.7670 2.8667 0.1054
H -7.3436 2.8745 -1.8632
H -6.6680 3.8353 -3.2056
H -6.6188 4.3574 -1.4771
H -2.7314 1.6274 1.6235
H -4.3776 2.1274 1.8397
C 6.8611 -2.3619 -2.6651
C 5.6515 -3.1489 -3.0468
C 4.9581 -2.2883 -4.1366
O 3.6950 -2.7839 -4.3978
C 3.0595 -2.0413 -5.4742
N 6.0128 -4.5520 -3.1993
H 7.6281 -2.5922 -3.4519
H 7.3065 -2.7689 -1.8007
H 6.7121 -1.2695 -2.5351
H 4.8988 -3.2687 -2.2750
H 5.6395 -2.2130 -5.0263
H 4.7586 -1.2656 -3.6092
H 3.5122 -2.3659 -6.4312
H 3.1496 -0.9766 -5.1572
H 2.0204 -2.4002 -5.3829
H 6.4867 -4.7130 -4.0909
H 5.2649 -5.1904 -3.3628
C -6.7409 -0.9934 3.5411
C -5.4672 -0.2351 3.2458
C -5.4875 1.1289 4.0301
O -6.5154 1.9052 3.4039
C -6.4804 3.2935 3.5274
N -4.2882 -1.1819 3.4551
H -7.0573 -1.6976 2.7402
H -7.6193 -0.2728 3.5382
H -6.6647 -1.3721 4.5879
H -5.4589 0.1606 2.2134
H -4.5135 1.6362 3.9143
H -5.6332 0.9195 5.0680
H -6.8395 3.5856 4.4987
H -6.9630 3.7038 2.6272
H -5.3806 3.6535 3.6294
H -3.4805 -0.5873 3.3832
H -4.3092 -1.5060 4.4010
C 1.0005 3.5774 0.6933
C -0.1076 4.5136 0.9263
C -1.1889 4.4372 -0.2011
O -0.6602 4.5592 -1.5133
C -1.5635 5.0025 -2.4593
N -0.7049 4.2222 2.2445
H 1.5347 3.7764 -0.2297
H 0.5945 2.5635 0.7685
H 1.7275 3.6191 1.5272
H 0.2898 5.5469 0.8854
H -1.8521 5.2696 0.0558
H -1.8448 3.6028 -0.0056
H -1.0626 5.2234 -3.3397
H -2.1216 5.8561 -2.0778
H -2.2367 4.1674 -2.6965
H -1.4258 3.4892 2.2106
H -1.0775 5.0062 2.7926
C 3.3399 -0.5838 -1.2653
C 4.6670 -0.1556 -0.6253
C 4.5901 1.2516 -0.3087
O 5.7259 1.6269 0.4776
C 5.6772 3.0121 0.7585
N 4.9743 -1.0052 0.5030
H 2.9712 0.0496 -2.0307
H 2.5051 -0.5909 -0.5514
H 3.4355 -1.5849 -1.6154
H 5.4481 -0.2328 -1.4128
H 3.6661 1.5148 0.2786
H 4.5548 1.7951 -1.3062
H 4.9408 3.2139 1.5596
H 5.4707 3.6521 -0.0608
H 6.6993 3.2846 1.1382
H 5.7127 -0.4733 1.0349
H 4.2088 -1.0897 1.1530

Cartesian forces (eV/Å) of the 3 atoms listed first:
-1.46 -2.03 0.28
2.30 -0.23 0.84
-0.56 -0.79 -0.36

Its net charge is 0. The value obtained for the frontier orbital gap is 9.622 eV. The value obtained for the largest force on an atom is 5.80 eV Å⁻¹. As for the structure (SMILES): COC[C@H](C)N.COC[C@H](C)N.COC[C@H](C)N.COC[C@H](C)N.COC[C@H](C)N.COC[C@H](C)N.NC(N)=O.NC(N)=O.NC(N)=O.NC(N)=O. The calculation puts the energy at -2634.9988 Ha.

Mulliken population analysis, charges in e, atoms 1 to 4: C 0.149; O -0.201; N -0.352; N -0.379

***

Entry 2:
This record from OMol25 describes 8 unconnected molecules or ions with the total composition C33H56N8O12 at a distorted geometry. The level of theory is wB97M-V/def2-TZVPD.

Cartesian coordinates (Å):
C 39.8660 -27.0567 -13.8572
C 40.6762 -27.1449 -12.5618
C 41.6143 -28.2580 -12.5152
C 42.8822 -28.0788 -13.3851
C 43.6942 -26.9507 -12.7137
C 42.8244 -25.6152 -12.6918
N 41.4156 -25.7765 -12.3392
O 40.7405 -24.6750 -12.3362
C 42.8632 -24.9402 -14.0632
C 43.5430 -24.5315 -11.6870
C 39.6963 -27.2356 -11.3554
H 39.2848 -26.1247 -13.4979
H 39.2823 -27.9052 -13.9201
H 40.3120 -26.9864 -14.8553
H 40.9821 -29.1679 -12.9971
H 41.8379 -28.3948 -11.3890
H 42.5454 -28.0555 -14.3805
H 43.5232 -29.0406 -13.2301
H 44.6541 -26.9112 -13.2641
H 43.7553 -27.0381 -11.6853
H 42.3853 -23.8397 -14.1781
H 42.4601 -25.6616 -14.7890
H 43.9296 -24.9535 -14.4493
H 43.0117 -23.5255 -11.7863
H 44.5860 -24.2893 -12.0083
H 43.4628 -24.6581 -10.5098
H 40.2860 -27.2409 -10.4999
H 39.3695 -28.1595 -11.3594
H 38.9634 -26.5488 -11.3166
N 39.0202 -22.7445 -15.2753
O 39.8526 -23.5313 -14.8656
O 38.4662 -22.0222 -14.5744
O 39.0955 -22.3571 -16.4532
C 41.7583 -21.2032 -13.5945
C 42.2591 -20.9255 -14.9904
C 43.7685 -20.5499 -15.0783
C 44.6158 -20.4965 -13.8355
C 43.9317 -20.4363 -12.4568
C 42.4973 -20.9381 -12.4404
N 46.0131 -20.1129 -13.8623
O 46.5882 -19.9915 -14.9709
O 46.5148 -19.6605 -12.7782
H 40.7206 -21.6016 -13.5335
H 41.6508 -21.0665 -15.7579
H 44.0529 -20.4116 -16.1191
H 44.5739 -20.1807 -11.6448
H 41.8712 -21.1390 -11.4681
C 35.5036 -22.1097 -17.4964
C 34.0591 -22.2526 -17.9965
C 32.9881 -21.6523 -17.0607
C 33.3334 -20.4400 -16.2196
C 34.8966 -20.2233 -15.9389
C 35.8713 -21.1330 -16.4999
N 32.3222 -19.5373 -15.6190
O 31.0690 -19.7646 -15.8815
O 32.6902 -18.5300 -15.1053
H 36.2038 -22.7893 -18.0645
H 33.8441 -22.9265 -18.8455
H 31.8773 -21.7023 -17.1797
H 35.4121 -19.3808 -15.3507
H 37.0915 -21.1081 -16.3062
C 43.7945 -22.7842 -19.3464
O 42.9322 -22.8215 -20.1939
N 43.7634 -23.2703 -18.1535
C 44.9248 -23.4886 -17.3294
C 42.3567 -23.5685 -17.5374
H 44.6733 -22.3236 -19.5872
H 45.7439 -23.5788 -18.1220
H 44.8225 -24.3883 -16.7309
H 45.0519 -22.6974 -16.5601
H 41.3797 -23.1750 -18.1909
H 42.2232 -23.1709 -16.5162
H 42.2298 -24.6384 -17.3921
C 40.4345 -16.4240 -15.9942
O 41.0232 -16.1533 -14.9563
N 39.6166 -17.4968 -16.1616
C 38.9275 -17.8782 -17.3529
C 39.4210 -18.5184 -15.0318
H 40.6728 -15.7472 -16.6704
H 39.3668 -17.1478 -18.0946
H 37.8943 -17.8449 -17.5512
H 39.2213 -18.7968 -17.9172
H 40.0743 -18.3224 -14.0143
H 40.0496 -19.3040 -15.3779
H 38.6145 -19.1712 -15.0482
C 38.5301 -26.3389 -19.5355
O 38.9291 -25.3051 -20.0588
N 38.4354 -26.5652 -18.2681
C 38.1176 -27.8577 -17.6027
C 38.5340 -25.4552 -17.2575
H 38.2817 -27.3116 -20.1129
H 38.3608 -27.8994 -16.5442
H 38.6952 -28.5380 -18.1057
H 37.0924 -28.1332 -17.5715
H 39.7290 -25.2490 -17.0118
H 38.1110 -25.4348 -16.3114
H 38.3039 -24.5175 -17.6252
C 36.5047 -24.0529 -10.1366
O 35.9721 -24.2563 -9.0505
N 36.0769 -24.6883 -11.2697
C 36.6684 -24.4535 -12.6004
C 34.6945 -25.2734 -11.4016
H 37.2014 -23.4341 -10.2033
H 36.6065 -25.2641 -13.3283
H 37.5774 -23.9912 -12.7477
H 35.8051 -23.7279 -13.0416
H 34.2544 -25.5857 -10.5615
H 34.7348 -26.0771 -12.0570
H 33.9193 -24.5914 -11.7823

Cartesian forces (eV/Å) of the 3 atoms listed first:
0.03 3.98 1.21
-1.28 1.42 0.75
0.41 -3.04 0.23

Its net charge is 0. The value obtained for the frontier orbital gap is 4.149 eV. The value obtained for the largest force on an atom is 10.64 eV Å⁻¹. The calculation puts the energy at -2630.9200 Ha.

Mulliken population analysis, charges in e, atoms 1 to 4: C -1.520; C 1.532; C -0.933; C -0.639

***

Entry 3:
This record from OMol25 describes 8 unconnected molecules or ions with the total composition C19H34Cl14F2N3O5P2 at a distorted geometry. The level of theory is wB97M-V/def2-TZVPD.

Cartesian coordinates (Å):
O -2.0908 2.7559 -0.9373
C -0.9766 2.5191 -0.6480
F -0.4993 2.5595 0.6410
N -0.0119 2.2033 -1.7226
C 1.3433 2.4737 -1.2503
O 1.6062 3.5846 -0.9405
F 2.3456 1.5391 -1.1839
N -0.2224 0.8646 -2.0618
C -0.5686 0.3531 -3.2988
N -0.6931 -1.0184 -3.2666
C -0.4332 -1.3579 -1.9210
P -0.3538 -2.9975 -1.0308
P 1.7401 -3.0200 -0.3469
O 2.4807 -2.2347 -1.4108
O 1.9208 -2.1429 1.0705
O 2.3673 -4.5376 -0.2641
C -0.1407 -0.1981 -1.1082
H -0.7379 0.9217 -4.2484
H -0.9118 -1.6907 -4.0051
H -1.1786 -2.9207 0.1316
H 2.4942 -1.3706 0.8730
H 3.3473 -4.4218 -0.3212
H 0.1064 -0.1208 -0.0229
Cl 7.7110 0.3168 -1.3695
C 5.9653 0.0639 -1.6199
C 5.3186 -0.6567 -0.4594
Cl 5.8489 -2.3527 -0.3366
H 5.8335 -0.4830 -2.5527
H 5.5175 1.0517 -1.7392
H 4.2356 -0.6722 -0.5959
H 5.5369 -0.1660 0.4900
Cl -3.5617 0.6226 2.8462
C -2.9852 2.3097 2.9102
C -3.7624 3.1474 3.9031
Cl -5.4428 3.4308 3.3827
H -3.0452 2.7225 1.9058
H -1.9341 2.2728 3.2014
H -3.2940 4.1273 4.0055
H -3.7882 2.6782 4.8865
Cl -5.9002 6.8566 -0.4119
C -4.2022 6.7442 -0.9326
C -3.5995 5.3919 -0.6231
Cl -3.3952 5.1331 1.1287
H -3.6471 7.5497 -0.4520
H -4.1890 6.9171 -2.0096
H -2.6086 5.3174 -1.0725
H -4.2127 4.5810 -1.0156
Cl 5.2533 0.1795 -4.8756
C 6.9350 -0.1180 -5.3913
C 7.0517 -1.3570 -6.2490
Cl 6.7503 -2.8471 -5.3196
H 7.5564 -0.1862 -4.4974
H 7.2521 0.7581 -5.9581
H 8.0623 -1.4337 -6.6521
H 6.3507 -1.3338 -7.0864
Cl -7.0896 -2.9961 4.1468
C -7.3071 -1.3296 4.7395
C -6.2227 -0.9229 5.7115
Cl -6.3351 -1.8048 7.2551
H -8.2966 -1.2580 5.1903
H -7.2831 -0.6774 3.8654
H -6.3158 0.1382 5.9460
H -5.2292 -1.0933 5.2967
Cl -3.4165 0.5340 9.7784
C -4.2118 -1.0087 10.1845
C -3.4318 -1.8024 11.2087
Cl -1.8962 -2.4220 10.5516
H -4.3484 -1.5708 9.2604
H -5.1976 -0.7608 10.5802
H -4.0138 -2.6688 11.5249
H -3.2055 -1.2038 12.0909
Cl 2.2013 -2.9154 -7.7296
C 3.1869 -4.0808 -8.6529
C 4.6465 -4.0313 -8.2602
Cl 5.4276 -2.5117 -8.7657
H 3.0496 -3.8726 -9.7137
H 2.7816 -5.0718 -8.4454
H 5.1879 -4.8429 -8.7474
H 4.7752 -4.1352 -7.1829

Cartesian forces (eV/Å) of the 3 atoms listed first:
0.56 -0.51 0.54
-0.97 1.33 0.44
-0.18 -0.37 -2.34

Its net charge is +1. The value obtained for the frontier orbital gap is 7.378 eV. The value obtained for the largest force on an atom is 4.70 eV Å⁻¹. The calculation puts the energy at -8609.7340 Ha.

Mulliken population analysis, charges in e, atoms 1 to 4: O -0.351; C 0.547; F -0.197; N -0.316